[1]
DFT (the ωB97M-V functional and the def2-TZVPD basis) results for a molecular structure, C36H15F15GeReS5SbSi in a non-equilibrium geometry.

Last column: Löwdin charge in e.
Element x y z (Å)
C -3.936 -0.561 -3.439  -0.08
Re -1.846 0.423 1.200  0.31
F 4.128 -0.064 -0.245  0.11
C -2.996 -3.092 -2.759  -0.05
C 3.899 -3.160 -2.082  -0.11
F 5.237 -1.251 -2.393  0.15
C 1.656 1.770 2.160  -0.20
C -4.421 2.404 -1.429  -0.13
F 0.345 -0.666 4.192  0.06
C -2.869 -0.689 -2.538  -0.32
C 2.342 -3.196 -0.274  -0.24
C -4.582 4.744 -1.942  -0.03
S -0.346 -1.195 1.033  0.36
C 1.866 -3.561 5.732  -0.11
C 3.429 3.111 3.020  -0.11
C 2.730 -1.928 0.135  -0.16
C -2.404 -1.972 -2.207  -0.13
C -3.096 2.387 -1.890  -0.31
C 0.402 2.129 -1.506  -0.12
F 0.330 -1.983 6.571  0.15
H -4.314 0.418 -3.703  0.11
H -2.847 5.649 -2.818  0.12
F 5.513 2.101 3.410  0.17
F 1.863 -4.198 6.884  0.18
S -2.400 2.415 1.880  0.14
F 1.303 4.055 2.609  0.14
C 1.740 2.354 -1.774  -0.05
H -1.524 3.583 -2.769  0.10
C 2.647 -3.348 3.476  -0.20
F 3.398 -5.104 4.851  0.17
H 2.257 3.180 -1.308  0.12
C 2.109 3.001 2.596  -0.13
F 1.378 -3.823 0.414  0.08
S -6.226 2.248 2.047  0.08
C 2.410 1.534 -2.678  -0.04
C -3.281 4.743 -2.419  -0.04
H -5.162 5.657 -1.962  0.12
C -4.516 -1.689 -4.000  -0.04
H -0.125 2.794 -0.832  0.10
F 3.890 4.273 3.434  0.18
C 2.444 0.643 2.127  -0.14
F 0.347 1.704 1.763  -0.12
C 3.717 -1.289 -0.595  -0.21
C 1.757 0.474 -3.286  -0.05
H 3.447 1.731 -2.913  0.12
S -3.643 -0.563 0.860  0.28
F 2.512 -5.031 -1.743  0.16
C 2.906 -3.826 -1.367  -0.13
F 3.418 -3.798 2.487  0.12
Ge 1.877 -1.157 1.677  0.90
C 2.654 -4.027 4.685  -0.13
F 4.540 -0.296 2.568  0.12
F 4.445 -3.734 -3.135  0.18
C 1.101 -1.772 4.354  -0.22
C -0.277 1.067 -2.124  -0.30
H -5.331 -1.583 -4.701  0.12
H -2.637 -4.077 -2.499  0.12
S -3.645 0.577 4.949  0.08
C 3.751 0.783 2.570  -0.22
Si -2.088 0.859 -1.956  0.87
H 2.281 -0.151 -3.996  0.12
C -4.049 -2.948 -3.657  -0.03
C 4.261 1.994 3.008  -0.12
C 1.080 -2.424 5.572  -0.13
C -2.537 3.574 -2.390  -0.08
C 0.421 0.231 -3.006  -0.07
H -1.575 -2.096 -1.520  0.07
H -4.885 1.497 -1.059  0.08
H -4.507 -3.827 -4.090  0.12
H -6.173 3.582 -1.095  0.11
C -5.153 3.575 -1.449  -0.07
C 1.871 -2.214 3.289  -0.15
H -0.087 -0.590 -3.494  0.11
C 4.307 -1.889 -1.697  -0.13
Sb -4.525 1.506 3.187  0.27

* gap between HOMO and LUMO: 5.7777 eV
* net charge: +2
* 2S+1: 1

=====

[2]
DFT (the ωB97M-V functional and the def2-TZVPD basis) results for a molecular structure, C36H22F4IN8O4S8Zn.

Last column: Löwdin charge in e.
Element x y z (Å)
C 0.445 4.286 -0.372  -0.08
H -1.503 3.504 -4.969  0.12
S -4.374 0.586 -0.957  0.56
C 2.901 -1.950 1.103  -0.16
F 6.766 -2.008 -0.198  0.11
C 1.351 -2.128 -2.365  -0.14
N -2.229 2.401 0.635  0.07
C -4.196 -0.930 -1.745  -1.15
N 5.028 -6.356 2.517  0.17
N 8.272 -4.562 0.553  0.16
C -0.949 0.966 5.143  -0.38
N 3.384 1.798 -1.820  0.22
H -0.010 0.558 5.517  0.09
S -4.410 -3.445 -2.579  0.89
H 1.270 2.520 -1.321  0.12
N -0.017 -0.360 2.743  -0.71
C 0.239 -2.040 -1.540  -0.05
C 1.599 -4.447 -1.738  -0.14
C 0.476 -4.343 -0.932  0.00
H -3.495 4.104 -0.499  0.11
C -2.201 2.920 -1.706  -0.17
C -0.907 2.476 4.952  -0.50
C -5.267 -2.036 1.232  -0.41
F 5.358 0.115 -0.584  0.11
S -2.440 -3.346 -4.817  0.45
C 0.258 4.475 1.142  -0.10
C 2.031 -3.334 -2.446  -0.73
C 3.396 -0.760 0.472  -0.05
C 5.319 -5.416 1.921  -0.20
H -0.767 4.742 1.395  0.10
Zn -0.908 -0.238 0.695  0.71
I 3.729 -3.477 -3.656  0.85
H -1.760 0.675 5.810  0.09
S -3.068 -0.992 -3.093  0.88
H 1.674 -1.273 -2.944  0.10
H 0.819 2.980 2.624  0.08
C -1.942 3.666 -3.993  0.00
C 1.135 2.361 0.727  -0.33
H 0.118 -5.193 -0.368  0.13
S -1.315 0.111 3.581  1.00
H 2.135 -5.384 -1.808  0.09
C -1.901 1.603 2.764  -0.78
C 5.013 -3.177 0.916  -0.03
C -0.203 -3.137 -0.810  -0.13
H 1.065 5.058 -0.825  0.13
H -0.306 -1.101 -1.505  0.07
O -1.932 -4.096 0.485  0.08
O -0.781 1.762 -3.290  0.05
C -3.267 -2.638 -3.567  -1.53
C 5.788 -4.282 1.187  -0.16
C -1.637 2.755 -2.980  -0.27
C 7.162 -4.399 0.805  -0.20
H 0.941 5.221 1.553  0.12
F 1.613 -2.022 1.402  0.10
H -0.766 1.144 -2.534  0.06
C 3.131 1.190 -0.878  -0.17
C -1.875 2.002 -0.602  -0.50
C 1.651 1.051 1.059  -0.41
S -6.072 -2.454 -0.332  0.78
C -1.385 -3.070 0.136  -0.57
F 3.038 -4.128 1.844  0.12
S -2.211 2.982 3.787  0.94
N 1.110 2.986 -0.443  0.12
O -1.048 1.046 -0.827  -0.14
C -3.061 4.000 -1.482  -0.05
H -5.772 -2.623 2.000  0.02
H 0.066 2.773 4.566  0.05
S 1.437 0.586 2.747  0.93
C -3.358 4.898 -2.485  -0.09
C 3.635 -3.066 1.298  -0.14
H -5.359 -0.970 1.432  0.00
C -2.792 4.722 -3.747  -0.08
H -1.081 2.995 5.893  0.08
C 5.498 -2.019 0.223  -0.15
N -1.909 1.443 1.505  -0.12
C 2.690 0.439 0.281  -0.13
N 0.581 3.150 1.661  0.06
O -1.764 -1.887 0.521  -0.12
H -0.513 4.247 -0.893  0.10
H -4.224 -2.322 1.192  0.02
C 4.750 -0.917 0.006  -0.14
C -4.834 -2.108 -1.529  -1.02
H -4.033 5.720 -2.296  0.10
H -3.028 5.413 -4.548  0.10

* gap between HOMO and LUMO (spin up / spin down): 3.4710 / 3.4638 eV
* net charge: -1
* 2S+1: 1

=====

[3]
DFT (the ωB97M-V functional and the def2-TZVPD basis) results for a molecular structure, C36H25AsCl3N5O7S4Tc in a non-equilibrium geometry.

Last column: Löwdin charge in e.
Element x y z (Å)
C 2.471 0.187 0.959  -0.10
H 3.692 -3.173 5.052  0.11
C 3.273 -0.047 2.025  -0.06
N 0.377 -0.909 -1.448  -0.12
H 2.642 0.780 0.077  0.11
C 0.733 -5.467 4.246  -0.29
Cl 6.177 -3.871 4.918  0.67
C 5.596 -3.733 3.271  -0.57
H -1.774 2.289 3.835  0.02
C 1.534 -6.755 -2.223  -0.19
C 0.719 -4.008 0.175  -0.10
O -1.452 2.010 -2.807  -0.29
H 4.391 -1.733 -3.391  0.09
C 1.335 -1.055 2.321  -0.15
H 0.536 -1.629 2.765  0.11
C -3.176 4.064 -1.650  -0.06
C -2.666 3.105 -0.792  -0.27
H -0.809 -5.784 -2.861  0.09
H 3.978 -0.897 4.347  0.14
C 0.851 -5.679 -1.546  -0.21
N 2.539 -0.835 2.891  -0.06
H 2.609 -5.421 3.212  0.13
C 3.038 -1.401 4.127  -0.05
S -1.550 1.865 -1.384  0.47
H -5.177 5.681 0.551  0.10
C -4.462 4.959 0.176  -0.09
C -1.574 -5.561 3.997  -0.39
Cl 7.193 -4.414 -0.309  0.66
H 2.947 -2.867 1.394  0.10
O -2.052 2.842 3.096  -0.28
S -2.688 -3.908 -2.063  0.43
C 6.486 -4.082 2.267  -0.14
C 1.346 -2.765 -4.438  -0.11
C -0.386 -5.282 -2.002  -0.11
H 7.474 -4.446 2.510  0.10
H -2.584 -5.339 3.691  0.08
H 4.500 -3.458 -0.406  0.11
Tc -0.416 -0.217 -0.018  1.19
C -3.947 3.995 1.033  -0.09
H 2.337 -1.211 4.940  0.14
Cl 1.546 -7.598 5.797  0.62
H 2.997 -0.701 -1.634  0.08
S -1.246 -6.942 4.965  0.97
H -4.238 3.956 2.074  0.10
C 3.304 -2.903 4.066  -0.31
H -2.864 4.056 -2.686  0.11
C 4.819 -3.519 0.627  -0.12
H 4.282 0.259 2.242  0.12
C 0.432 -6.580 4.962  -0.99
S -1.346 -2.305 0.675  0.56
O -1.138 0.732 1.689  -0.60
C -0.528 -3.583 -0.253  -0.64
O 2.059 -3.535 3.879  -0.10
C 3.951 -3.184 1.651  -0.03
C -4.080 4.993 -1.159  -0.09
C 4.313 -3.275 2.994  -0.18
C 2.672 -5.504 0.106  -0.19
O -2.198 0.608 -0.899  -0.45
C 2.539 -1.279 -2.428  -0.06
O -3.868 0.893 2.362  -0.47
N 1.272 -0.457 1.158  -0.10
C -1.157 -4.251 -1.394  -0.81
C 6.084 -3.968 0.949  -0.67
H -4.498 5.740 -1.823  0.10
C 2.734 -2.620 -4.427  -0.13
C 0.550 -2.188 -3.471  -0.04
C -0.446 -4.878 3.690  -0.11
H -0.460 -3.991 3.066  0.08
C 1.132 -1.434 -2.426  -0.35
C -3.044 3.058 0.549  -0.23
H -0.526 -2.314 -3.472  0.09
C 3.314 -1.865 -3.413  -0.13
H 0.876 -3.353 -5.220  0.10
N 3.670 -5.868 0.562  0.18
O -0.290 2.048 -0.636  -0.39
H 1.165 -3.519 1.035  0.07
As -2.540 1.666 1.819  0.89
H 2.718 -5.176 4.959  0.12
N 2.062 -7.617 -2.775  0.13
C 2.122 -4.945 4.068  -0.14
H 3.348 -3.096 -5.182  0.08
C 1.428 -5.052 -0.433  -0.20

* gap between HOMO and LUMO (spin up / spin down): 4.8157 / 4.9045 eV
* net charge: -2
* 2S+1: 2